Entry from the Open Molecules 2025 dataset: a cluster of 4 separate species, C21H27BN6O7S in total (ωB97M-V with the def2-TZVPD basis set).

The highest occupied orbital energy comes out at -8.022 eV. As for the total charge: 0. Its SMILES is CB(O)[C@@]1(CCSc2nnco2)OC(=O)O[C@H]1CON=O.c1cc[nH]c1.c1cc[nH]c1.c1cc[nH]c1. The value obtained for the molecular weight is 518.4 g/mol. Its total energy is -2094.4971 a.u.

```
63
Properties=species:S:1:pos:R:3:forces:R:3:nbo_charge:R:1
C 2.321 1.659 -2.881 0.0 0.6 0.3 -1.049
B 1.022 2.259 -3.599 1.0 -0.4 -1.0 1.058
O 1.171 2.740 -4.913 -0.4 0.3 1.9 -0.884
C -0.458 2.373 -2.911 -0.8 1.6 -0.8 -0.122
C -0.456 2.666 -1.356 0.9 -1.4 0.6 -0.436
C -0.938 1.477 -0.432 -1.1 0.5 0.5 -0.526
S 0.555 0.645 0.261 -0.1 -0.4 0.8 0.221
C 0.110 -0.222 1.767 -0.6 0.7 1.5 0.263
N 0.085 0.262 3.026 0.1 -1.1 -3.0 -0.249
N -0.271 -0.774 3.820 -0.5 -2.5 -0.6 -0.277
C -0.460 -1.866 3.063 0.7 2.8 0.9 0.263
O -0.236 -1.559 1.743 0.0 0.1 0.9 -0.414
O -0.905 3.678 -3.454 -1.7 0.2 0.4 -0.517
C -2.311 3.636 -3.406 1.7 -1.3 -0.7 0.995
O -3.018 4.480 -2.981 -0.2 0.2 -0.4 -0.564
O -2.692 2.396 -3.900 0.8 1.3 2.1 -0.500
C -1.593 1.506 -3.549 -0.8 -1.5 -2.1 0.069
C -1.319 0.782 -4.938 0.0 -0.6 0.2 -0.130
O -1.334 1.721 -6.047 -0.3 0.3 1.7 -0.409
N -1.837 1.112 -7.190 1.5 -0.8 -0.8 0.407
O -1.107 0.247 -7.528 -1.1 0.1 -0.2 -0.260
H 2.841 2.519 -2.362 -0.4 -0.8 -0.3 0.256
H 3.065 1.262 -3.620 -0.8 0.2 0.7 0.251
H 2.063 0.912 -2.092 0.4 0.5 -0.6 0.247
H 1.983 3.270 -4.973 -0.1 -0.6 -0.3 0.503
H -1.006 3.598 -1.070 0.2 -0.9 -0.7 0.262
H 0.619 2.865 -1.074 -1.1 0.0 -0.3 0.236
H -1.570 0.711 -0.938 0.6 0.7 0.2 0.216
H -1.588 1.932 0.366 0.9 -0.6 -0.5 0.250
H -0.731 -2.859 3.469 0.2 0.8 -0.9 0.230
H -2.072 0.685 -2.964 0.8 0.8 0.2 0.212
H -2.193 0.097 -5.112 0.8 0.6 0.4 0.199
H -0.406 0.136 -4.934 -0.5 0.7 0.1 0.201
C 0.814 -7.052 4.299 -0.1 0.0 -0.1 -0.304
C 1.644 -6.758 5.412 0.1 0.1 0.1 -0.301
C 2.348 -5.621 5.109 0.1 0.0 0.1 -0.083
N 1.978 -5.219 3.852 0.0 -0.1 0.0 -0.525
C 1.039 -6.084 3.355 0.0 0.0 -0.1 -0.076
H 0.129 -7.879 4.202 0.0 0.0 0.0 0.225
H 1.716 -7.317 6.331 0.0 0.0 0.0 0.226
H 3.078 -5.066 5.675 -0.1 0.0 0.0 0.219
H 2.339 -4.413 3.371 -0.1 0.0 0.1 0.410
H 0.616 -5.936 2.374 0.0 -0.1 0.0 0.208
C -6.723 5.937 0.626 0.0 0.1 0.0 -0.315
C -6.826 4.523 0.600 0.0 -0.2 0.0 -0.301
C -6.112 4.081 -0.485 0.0 0.0 -0.1 -0.085
N -5.586 5.174 -1.117 0.0 0.0 0.0 -0.507
C -5.949 6.308 -0.444 0.0 0.0 -0.1 -0.076
H -7.164 6.606 1.348 0.0 0.0 0.0 0.219
H -7.362 3.899 1.298 0.0 0.0 0.0 0.216
H -5.934 3.087 -0.862 0.0 0.0 0.0 0.205
H -5.018 5.147 -1.949 0.0 -0.1 0.1 0.431
H -5.627 7.279 -0.784 0.0 0.0 0.0 0.209
C 7.018 -3.035 2.942 0.1 -0.1 0.1 -0.308
C 5.866 -2.391 2.424 -0.2 0.1 0.0 -0.287
C 4.830 -3.285 2.503 0.0 -0.1 0.0 -0.092
N 5.313 -4.447 3.046 0.0 0.1 0.0 -0.512
C 6.645 -4.299 3.320 0.0 -0.1 0.0 -0.070
H 8.009 -2.618 3.029 -0.1 0.0 0.0 0.224
H 5.804 -1.386 2.038 0.0 -0.1 0.0 0.222
H 3.793 -3.196 2.220 0.1 0.1 -0.1 0.193
H 4.773 -5.279 3.216 0.1 0.1 0.0 0.418
H 7.212 -5.105 3.758 0.0 0.1 0.0 0.213
```
Forces are in eV/Å.

=====

Entry from the Open Molecules 2025 dataset: a cluster of 2 separate species, C21H27Br2F4NO6S in total (ωB97M-V with the def2-TZVPD basis set).

The highest occupied orbital energy comes out at 0.053 eV. As for the total charge: -2. The value obtained for the molecular weight is 657.3 g/mol. Its total energy is -7268.3070 a.u.

```
62
Properties=species:S:1:pos:R:3:forces:R:3:nbo_charge:R:1
C -3.242 -0.457 1.747 0.1 0.3 0.3 -0.669
C -2.598 0.450 0.717 0.1 0.3 -0.1 -0.458
C -1.104 0.630 0.617 0.4 0.0 0.0 0.214
F -0.912 1.600 -0.376 0.2 0.4 -0.2 -0.393
C -0.205 -0.612 0.310 0.2 -0.1 0.2 -0.147
C 0.026 -1.287 1.682 0.3 0.0 0.0 -0.489
C 1.204 -0.918 2.601 -0.1 0.0 0.2 0.019
O 1.945 -2.033 3.054 0.0 -0.1 0.0 -0.709
C 0.729 -0.292 3.902 -0.4 0.2 0.3 0.965
F -0.038 -1.113 4.643 0.2 0.1 -0.2 -0.322
F -0.007 0.818 3.672 0.2 0.0 0.0 -0.333
F 1.765 0.086 4.681 0.0 0.0 -0.1 -0.333
C -1.112 -1.538 -0.520 0.2 0.6 -0.4 0.729
O -1.674 -2.500 -0.099 -0.5 -0.5 0.2 -0.541
N -1.109 -1.077 -1.842 0.3 0.5 0.4 -0.678
C 0.092 -0.261 -2.062 -0.7 -0.5 0.1 -0.242
C 0.935 -0.375 -0.757 0.2 0.2 -0.1 -0.027
C 1.952 0.834 -0.706 0.0 -0.1 0.2 -0.433
C 1.689 2.260 -1.140 -0.2 -0.3 -0.2 -0.011
C 1.661 2.522 -2.506 -0.2 0.2 0.0 -0.155
C 1.501 3.808 -3.000 0.0 -0.2 0.1 -0.239
C 1.400 4.860 -2.112 0.0 0.1 0.2 -0.219
C 1.478 4.617 -0.748 0.0 0.0 -0.2 -0.202
C 1.633 3.332 -0.245 -0.1 -0.1 -0.2 0.001
C 1.768 3.144 1.233 0.2 0.0 0.0 -0.633
C 1.883 -1.629 -0.972 -0.2 0.1 0.1 -0.199
Br 3.472 -1.557 0.230 0.2 -0.1 0.2 -0.059
C 1.339 -3.069 -0.968 0.0 -0.1 0.1 -0.276
C 2.321 -4.179 -0.636 -0.1 -0.1 -0.1 -0.624
Br 0.664 -3.484 -2.759 0.0 0.0 -0.2 0.018
H -2.832 -1.461 1.788 -0.1 -0.2 -0.2 0.201
H -3.234 -0.031 2.754 0.1 0.1 0.1 0.163
H -4.257 -0.488 1.343 -0.3 -0.5 0.3 0.340
H -3.034 0.206 -0.254 -0.1 -0.2 -0.1 0.279
H -2.940 1.467 0.919 -0.2 0.1 -0.1 0.214
H -0.744 1.079 1.537 0.3 0.1 0.2 0.160
H -0.882 -1.104 2.249 -0.2 -0.1 -0.1 0.277
H 0.028 -2.366 1.550 0.1 -0.2 0.0 0.237
H 1.869 -0.180 2.155 0.1 0.2 -0.2 0.185
H 2.112 -2.598 2.296 0.1 0.0 -0.1 0.478
H -1.991 -0.627 -2.066 -0.4 -0.4 -0.5 0.453
H -0.159 0.762 -2.292 -0.1 0.3 0.1 0.229
H 0.635 -0.672 -2.912 0.2 0.0 -0.1 0.184
H 2.442 0.860 0.261 -0.1 -0.1 0.1 0.222
H 2.737 0.514 -1.391 0.2 0.0 0.0 0.211
H 1.755 1.702 -3.203 0.0 -0.1 -0.1 0.197
H 1.449 3.981 -4.063 0.0 0.0 -0.1 0.205
H 1.267 5.869 -2.470 0.0 0.1 -0.1 0.202
H 1.418 5.442 -0.054 0.0 0.1 0.1 0.197
H 1.349 2.209 1.569 -0.3 -0.2 0.1 0.223
H 2.821 3.135 1.522 0.1 0.0 0.0 0.210
H 1.287 3.957 1.766 -0.1 0.1 0.1 0.218
H 2.360 -1.477 -1.933 0.1 0.1 -0.1 0.216
H 0.484 -3.166 -0.315 -0.2 0.0 -0.1 0.250
H 1.894 -5.122 -0.962 -0.1 -0.1 0.0 0.229
H 3.267 -4.047 -1.150 0.2 0.0 0.0 0.213
H 2.480 -4.248 0.437 0.2 0.1 0.1 0.206
O -5.169 -0.402 -0.288 -0.1 0.1 -0.2 -1.163
S -5.816 -1.245 -1.355 -0.3 -0.1 0.2 2.573
O -5.064 -1.044 -2.627 0.2 0.0 -0.1 -1.134
O -7.231 -0.812 -1.518 0.2 0.0 -0.1 -1.117
O -5.756 -2.672 -0.937 0.0 0.2 -0.1 -1.114
```
Forces are in eV/Å.

=====

Entry from the Open Molecules 2025 dataset: a structure of composition C21H27BrCl5OS4SiSr (ωB97M-V with the def2-TZVPD basis set).

The highest occupied orbital energy (spin up / spin down) comes out at -3.075 / -1.736 eV. As for the total charge: -1. The value obtained for the energy above the lowest of the compared OMol25 structures with the same formula, charge and spin is 3.477 eV. The value obtained for the molecular weight is 796.6 g/mol. Its total energy is -7679.7162 a.u.

```
61
Properties=species:S:1:pos:R:3:forces:R:3:nbo_charge:R:1
Sr 1.453 0.116 -0.109 0.4 0.0 -0.3 0.943
O 1.965 -1.068 -5.676 0.0 0.0 0.0 -0.580
C 2.190 -1.249 -4.509 0.0 0.0 0.0 0.190
S 3.501 -0.455 -3.618 0.0 0.0 0.0 0.327
C 3.201 -1.201 -2.050 -0.1 -0.1 -0.1 -0.429
C 2.133 -2.038 -2.026 0.1 0.0 0.1 -0.539
S 1.771 -2.964 -0.561 0.0 0.2 0.0 0.258
S 1.229 -2.342 -3.491 0.0 0.1 0.0 0.352
S 4.233 -0.806 -0.704 -0.3 0.1 0.0 -0.485
Cl 1.215 -5.840 -1.998 0.0 0.0 0.0 -0.005
C 0.037 -5.036 -0.992 0.1 0.0 0.0 -0.048
C 0.152 -3.628 -0.830 -0.1 0.0 0.0 -0.418
C -0.982 -2.989 -0.251 0.0 0.0 0.0 -0.093
Cl -1.205 -1.239 -0.545 0.0 -0.1 0.0 -0.104
C -1.984 -3.686 0.374 0.0 0.0 0.0 -0.073
Cl -3.311 -2.856 1.139 0.0 0.0 0.0 -0.001
C -1.940 -5.083 0.395 0.1 0.0 -0.1 -0.170
Cl -2.921 -5.985 1.503 0.0 0.0 0.0 -0.004
C -0.971 -5.748 -0.407 -0.1 0.0 0.1 -0.101
Cl -1.141 -7.457 -0.674 0.0 0.0 0.0 0.001
C 3.386 -3.882 2.387 0.0 0.0 0.0 -0.614
C 2.216 -3.936 3.382 0.0 0.0 0.0 -0.618
C 0.946 -4.295 2.589 0.0 0.0 0.0 -0.616
C 2.496 -5.077 4.377 0.0 0.0 0.0 -0.608
Si 2.052 -2.263 4.291 0.0 0.0 0.1 2.009
Br 1.046 -0.785 2.832 -0.1 -0.1 0.3 -0.446
C 0.810 -2.288 5.761 0.0 0.0 0.0 -0.602
C -0.407 -3.159 5.415 0.0 0.0 0.0 -0.610
C 1.482 -2.875 7.015 0.0 0.0 0.0 -0.610
C 0.261 -0.900 6.121 0.0 0.0 0.0 -0.611
C 3.724 -1.409 4.688 0.0 0.0 0.0 -0.606
C 4.441 -0.909 3.422 0.0 0.0 0.0 -0.614
C 4.658 -2.379 5.430 0.0 0.0 0.0 -0.610
C 3.515 -0.179 5.583 0.0 0.0 0.0 -0.608
H 3.384 -4.801 1.794 0.0 0.0 0.0 0.217
H 4.350 -3.819 2.893 0.0 0.0 0.0 0.198
H 3.313 -3.050 1.687 0.0 0.0 0.0 0.237
H 1.152 -5.171 1.965 0.0 0.0 0.0 0.217
H 0.622 -3.493 1.925 0.0 0.0 0.0 0.224
H 0.106 -4.549 3.233 0.0 0.0 0.0 0.215
H 2.659 -5.998 3.807 0.0 0.0 0.0 0.215
H 1.659 -5.260 5.051 0.0 0.0 0.0 0.205
H 3.390 -4.902 4.978 0.0 0.0 0.0 0.206
H -0.156 -4.213 5.316 0.0 0.0 0.0 0.208
H -0.896 -2.835 4.493 0.0 0.0 0.0 0.228
H -1.140 -3.073 6.225 0.0 0.0 0.0 0.204
H 1.919 -3.860 6.840 0.0 0.0 0.0 0.213
H 0.730 -2.985 7.803 0.0 0.0 0.0 0.207
H 2.265 -2.222 7.403 0.0 0.0 0.0 0.206
H -0.330 -0.476 5.310 0.0 0.0 0.0 0.225
H 1.035 -0.184 6.384 0.0 0.0 0.0 0.212
H -0.399 -1.009 6.989 0.0 0.0 0.0 0.200
H 4.661 -1.694 2.703 0.0 0.0 0.0 0.229
H 5.393 -0.457 3.721 0.0 0.0 0.0 0.202
H 3.864 -0.142 2.907 0.0 0.0 0.0 0.221
H 4.955 -3.225 4.811 0.0 0.0 0.0 0.212
H 4.214 -2.770 6.348 0.0 0.0 0.0 0.208
H 5.573 -1.845 5.710 0.0 0.0 0.0 0.207
H 2.828 0.540 5.132 0.0 0.0 0.0 0.221
H 4.479 0.325 5.715 0.0 0.0 0.0 0.206
H 3.146 -0.440 6.574 0.0 0.0 0.0 0.201
```
Forces are in eV/Å.

=====

Entry from the Open Molecules 2025 dataset: an isolated molecule of C21H27ClN2O5 (ωB97M-V with the def2-TZVPD basis set).

The highest occupied orbital energy comes out at -9.216 eV. As for the total charge: 0. The value obtained for the energy above the lowest of the compared OMol25 structures with the same formula, charge and spin is 2.627 eV. Its SMILES is COc1c(C)cc(C(=O)NCCCOCCNC(=O)C#C[C@H]2CCOC2)cc1Cl. The value obtained for the molecular weight is 422.9 g/mol. Its total energy is -1762.2486 a.u.

```
56
Properties=species:S:1:pos:R:3:forces:R:3:nbo_charge:R:1
C -7.690 3.354 -1.735 0.0 0.0 0.0 -0.246
O -7.058 2.268 -2.408 0.0 0.0 0.0 -0.520
C -5.729 2.138 -2.116 0.0 0.0 0.0 0.251
C -4.780 2.668 -2.994 0.0 0.0 0.0 0.055
C -5.221 3.395 -4.233 0.0 0.0 0.0 -0.656
C -3.436 2.487 -2.708 0.0 0.0 0.0 -0.195
C -3.023 1.801 -1.572 0.0 0.0 0.0 -0.140
C -1.548 1.654 -1.354 0.0 0.0 0.0 0.672
O -0.757 1.737 -2.282 0.0 0.0 0.0 -0.649
N -1.129 1.439 -0.083 0.0 0.0 0.0 -0.607
C 0.289 1.327 0.214 0.0 0.0 0.0 -0.224
C 0.837 -0.079 -0.009 0.0 0.0 0.0 -0.424
C 2.352 -0.090 0.031 0.0 0.0 0.0 -0.054
O 2.809 0.629 -1.096 0.0 0.0 0.0 -0.555
C 4.200 0.874 -1.110 0.0 0.0 0.0 -0.065
C 4.506 1.569 -2.415 0.1 0.0 0.0 -0.239
N 4.242 0.644 -3.529 -0.2 0.1 0.1 -0.665
C 4.006 1.316 -4.775 -0.1 -0.2 -0.1 0.646
O 4.693 1.142 -5.742 0.1 0.1 0.1 -0.480
C 2.816 2.160 -4.794 0.0 0.0 0.0 -0.175
C 1.767 2.742 -4.727 0.0 0.0 0.0 0.109
C 0.478 3.412 -4.644 0.0 0.0 0.0 -0.334
C 0.399 4.777 -5.339 0.0 0.0 0.0 -0.418
C -1.107 4.933 -5.572 0.0 0.0 0.0 -0.069
O -1.684 3.626 -5.474 0.0 0.0 0.0 -0.542
C -0.643 2.663 -5.367 0.0 0.0 0.0 -0.051
C -3.969 1.261 -0.711 0.0 0.0 0.0 -0.213
C -5.314 1.432 -0.991 0.0 0.0 0.0 -0.075
Cl -6.497 0.723 0.062 0.0 0.0 0.0 0.011
H -8.728 3.357 -2.059 0.0 0.0 0.0 0.199
H -7.646 3.224 -0.652 0.0 0.0 0.0 0.182
H -7.221 4.303 -2.007 0.0 0.0 0.0 0.171
H -4.359 3.623 -4.858 0.0 0.0 0.0 0.236
H -5.926 2.791 -4.804 0.0 0.0 0.0 0.230
H -5.729 4.329 -3.986 0.0 0.0 0.0 0.215
H -2.691 2.883 -3.387 0.0 0.0 0.0 0.245
H -1.793 1.496 0.668 0.0 0.0 0.0 0.399
H 0.824 2.020 -0.434 0.0 0.0 0.0 0.229
H 0.443 1.636 1.249 0.0 0.0 0.0 0.194
H 0.443 -0.767 0.743 0.0 0.0 0.0 0.205
H 0.513 -0.433 -0.989 0.0 0.0 0.0 0.227
H 2.721 0.384 0.952 0.0 0.0 0.0 0.159
H 2.739 -1.116 0.009 0.0 0.0 0.0 0.176
H 4.486 1.512 -0.264 0.0 0.0 0.0 0.173
H 4.757 -0.069 -1.039 0.0 0.0 0.0 0.175
H 3.889 2.475 -2.472 0.0 0.0 0.0 0.191
H 5.556 1.864 -2.439 0.0 0.0 0.0 0.203
H 3.364 0.180 -3.293 0.0 0.0 0.0 0.384
H 0.192 3.495 -3.594 0.0 0.0 0.0 0.257
H 0.818 5.582 -4.739 0.0 0.0 0.0 0.222
H 0.941 4.736 -6.284 0.0 0.0 0.0 0.214
H -1.577 5.561 -4.812 0.0 0.0 0.0 0.176
H -1.327 5.359 -6.554 0.0 0.0 0.0 0.181
H -0.308 2.336 -6.358 0.0 0.0 0.0 0.168
H -1.011 1.813 -4.797 0.0 0.0 0.0 0.220
H -3.690 0.672 0.152 0.0 0.0 0.0 0.220
```
Forces are in eV/Å.